1.
Computed, not measured: C29H24AsMnN7S4 as an isolated structure, with ωB97M-V/def2-TZVPD.

```
66
Properties=species:S:1:pos:R:3:lowdin_spin:R:1
Mn -0.19 0.06 0.37 1.025
C 1.00 1.76 4.19 -0.002
C 2.13 1.02 4.51 0.008
C 2.56 0.03 3.64 -0.002
C 1.86 -0.20 2.45 0.003
C 0.70 0.51 2.11 -0.016
C 0.30 1.51 3.02 0.006
C 2.26 -1.21 1.48 -0.005
C 3.47 -1.95 1.61 0.000
C 3.85 -2.82 0.65 -0.004
C 2.98 -3.06 -0.45 0.000
C 3.29 -3.99 -1.46 -0.001
C 2.38 -4.26 -2.46 0.001
C 1.14 -3.61 -2.45 -0.001
C 0.83 -2.69 -1.49 0.000
C 1.77 -2.35 -0.49 -0.001
N 1.46 -1.37 0.43 -0.004
H 0.64 2.52 4.88 0.000
H 2.66 1.19 5.44 0.001
H 3.43 -0.56 3.92 -0.001
H -0.62 2.06 2.84 0.000
H 4.10 -1.77 2.47 0.000
H 4.79 -3.37 0.71 0.000
H 4.24 -4.51 -1.41 0.000
H 2.61 -4.98 -3.23 0.000
H 0.40 -3.87 -3.20 0.000
H -0.15 -2.24 -1.42 -0.001
N -0.36 3.39 -0.11 0.000
C -1.58 2.85 0.31 -0.001
C -2.61 3.77 0.47 0.001
C -3.89 3.29 0.78 -0.001
C -4.06 1.94 0.93 0.001
C -2.95 1.11 0.82 0.001
N -1.72 1.54 0.52 -0.002
C 0.80 2.86 -0.60 0.002
C 1.70 3.78 -1.18 -0.001
C 2.90 3.33 -1.67 0.002
C 3.20 1.98 -1.57 -0.001
C 2.27 1.15 -1.00 0.002
N 1.07 1.56 -0.52 -0.001
H -0.41 4.39 -0.22 0.000
H -2.43 4.82 0.31 0.000
H -4.72 3.98 0.89 0.000
H -5.00 1.46 1.18 0.000
H -3.09 0.06 0.88 0.000
H 1.43 4.82 -1.23 0.000
H 3.60 4.03 -2.12 0.000
H 4.14 1.57 -1.93 0.000
H 2.46 0.10 -0.90 0.000
S -2.88 -3.81 3.60 0.004
As -3.13 -2.09 2.41 0.003
S -1.35 -1.93 1.01 -0.007
S -3.22 -0.23 3.50 0.001
S -4.77 -2.15 0.92 -0.001
N -4.27 -1.85 -2.45 0.000
C -3.13 -1.16 -2.68 -0.001
C -2.39 -0.80 -1.53 -0.003
N -1.21 -0.21 -1.60 -0.002
C -0.77 0.07 -2.86 -0.001
C -1.51 -0.26 -3.97 0.000
N -2.71 -0.88 -3.91 -0.003
H -4.59 -1.87 -1.47 0.000
H -4.96 -1.88 -3.17 0.000
H -2.78 -1.07 -0.56 0.000
H 0.19 0.56 -2.95 0.000
H -1.14 -0.02 -4.96 0.000
```

## Properties
- 2S+1: 2
- Expectation value of S²: 0.78
- Charge: -2
- HOMO (spin up / spin down): -0.470 / -0.463 eV
- HOMO-LUMO gap (spin up / spin down): 4.25 / 4.25 eV
- Calculated total energy: -6482.4333 a.u.
- ΔE to the lowest compared entry with this formula, charge and spin: 0.000 eV

2.
Computed, not measured: C29H24BeN6O2S2 as an isolated structure, with ωB97M-V/def2-TZVPD.

```
64
Properties=species:S:1:pos:R:3:lowdin_charge:R:1
Be -0.22 0.12 0.21 -0.104
C -3.28 4.95 4.63 -0.052
C -3.04 4.18 3.35 -0.268
C -2.29 4.73 2.31 -0.036
C -2.08 4.03 1.14 -0.046
C -2.62 2.75 1.00 -0.285
C -3.36 2.17 2.03 -0.052
C -3.56 2.89 3.20 -0.031
S -2.38 1.87 -0.50 0.611
O -2.69 2.75 -1.59 -0.287
O -3.07 0.62 -0.36 -0.297
N -0.79 1.54 -0.48 -0.146
C 0.20 2.20 -1.22 -0.218
C 0.16 3.36 -1.97 -0.007
C 1.31 3.81 -2.65 -0.063
C 2.50 3.15 -2.61 -0.046
C 2.59 1.95 -1.85 -0.152
C 3.74 1.14 -1.74 0.008
C 3.71 -0.01 -1.00 -0.035
C 2.52 -0.38 -0.35 -0.075
N 1.43 0.35 -0.43 0.076
C 1.45 1.51 -1.17 -0.134
H -2.81 5.93 4.60 0.072
H -2.88 4.40 5.49 0.083
H -4.35 5.09 4.80 0.081
H -1.87 5.72 2.42 0.111
H -1.50 4.46 0.33 0.110
H -3.74 1.17 1.90 0.112
H -4.13 2.45 4.01 0.118
H -0.77 3.91 -2.05 0.098
H 1.24 4.72 -3.24 0.110
H 3.37 3.51 -3.15 0.111
H 4.65 1.45 -2.25 0.123
H 4.58 -0.65 -0.92 0.109
H 2.46 -1.28 0.25 0.125
S -0.35 -0.22 2.24 0.736
C -1.04 -1.79 1.89 -0.767
N -1.57 -2.51 2.86 0.054
N -1.93 -3.79 2.71 0.008
C -1.44 -4.87 1.93 -0.241
C -0.13 -4.95 1.45 -0.043
C 0.29 -6.09 0.78 -0.085
C -0.58 -7.17 0.58 -0.101
C -1.87 -7.09 1.08 -0.090
C -2.29 -5.95 1.76 -0.040
N -1.16 -2.26 0.60 0.088
N -0.84 -1.45 -0.30 0.026
C -1.09 -1.89 -1.63 -0.204
C -1.67 -3.13 -1.92 -0.009
C -1.87 -3.50 -3.23 -0.073
C -1.50 -2.66 -4.27 -0.080
C -0.93 -1.43 -3.99 -0.068
C -0.72 -1.04 -2.68 -0.009
H -2.60 -4.05 3.41 0.129
H 0.56 -4.14 1.61 0.106
H 1.31 -6.15 0.41 0.104
H -0.24 -8.05 0.05 0.100
H -2.55 -7.92 0.93 0.103
H -3.30 -5.90 2.15 0.113
H -1.96 -3.78 -1.10 0.105
H -2.33 -4.46 -3.45 0.105
H -1.66 -2.96 -5.30 0.104
H -0.64 -0.76 -4.80 0.109
H -0.29 -0.07 -2.46 0.097
```

## Properties
- 2S+1: 1
- HOMO (spin up / spin down): -7.272 / -7.221 eV
- HOMO-LUMO gap (spin up / spin down): 6.16 / 6.10 eV
- Calculated total energy: -2409.7403 a.u.
- ΔE to the lowest compared entry with this formula, charge and spin: 1.048 eV

3.
Computed, not measured: C29H24Br2N6O4PdS2 as an isolated structure, with ωB97M-V/def2-TZVPD.

```
68
Properties=species:S:1:pos:R:3:lowdin_charge:R:1
Pd -0.61 0.06 0.11 0.799
C -0.83 3.42 -0.04 0.007
C -2.21 2.86 -0.02 -0.245
C -3.35 3.68 0.04 0.062
C -4.60 3.11 0.06 0.041
C -4.74 1.71 0.03 -0.159
C -5.97 1.00 0.07 -0.497
Br -7.60 1.93 0.18 1.028
C -5.99 -0.39 0.09 -0.106
C -4.82 -1.12 0.04 -0.501
Br -4.82 -3.00 0.14 0.996
C -3.55 -0.48 -0.03 -0.310
O -2.47 -1.14 -0.05 -0.052
C -3.54 0.96 -0.03 -0.106
N -2.33 1.54 -0.05 0.119
H -0.75 4.17 -0.83 0.106
H -0.10 2.62 -0.21 0.068
H -0.62 3.92 0.91 0.108
H -3.24 4.75 0.07 0.143
H -5.49 3.72 0.11 0.106
H -6.94 -0.91 0.13 0.123
O 5.53 -2.56 0.01 -0.229
S 4.28 -2.32 -0.59 0.707
O 4.20 -2.26 -2.05 -0.337
N 3.55 -0.91 -0.10 0.012
C 2.29 -1.08 0.13 -0.539
O 1.48 -0.15 0.37 -0.102
C 1.83 -2.52 0.06 -0.164
C 0.54 -3.01 0.12 -0.041
C 0.36 -4.39 0.10 -0.055
C 1.45 -5.25 0.01 -0.040
C 2.74 -4.75 -0.14 -0.011
C 2.90 -3.38 -0.12 -0.193
H -0.32 -2.33 0.17 0.057
H -0.64 -4.80 0.15 0.107
H 1.29 -6.32 0.05 0.117
H 3.58 -5.40 -0.26 0.131
N -1.66 -2.07 2.66 0.163
C -1.07 -1.02 3.26 -0.360
C -0.90 -0.99 4.66 0.005
C -0.27 0.08 5.24 -0.033
C 0.18 1.13 4.42 -0.044
C -0.05 1.04 3.06 -0.130
N -0.67 0.01 2.49 0.057
H -2.00 -2.83 3.23 0.120
H -1.93 -2.02 1.69 0.046
H -1.26 -1.82 5.25 0.120
H -0.13 0.13 6.31 0.124
H 0.69 1.98 4.84 0.114
H 0.28 1.83 2.40 0.104
N 1.64 -2.03 -2.89 0.158
C 1.53 -0.72 -2.68 -0.744
S -0.04 -0.05 -2.51 0.741
N 2.67 -0.03 -2.65 0.100
C 2.89 1.34 -2.63 -0.234
C 1.91 2.28 -2.99 -0.073
C 2.20 3.63 -2.95 -0.082
C 3.47 4.06 -2.59 -0.069
C 4.45 3.13 -2.25 -0.056
C 4.17 1.78 -2.27 0.001
H 0.81 -2.60 -2.98 0.116
H 2.57 -2.45 -2.92 0.103
H 3.52 -0.61 -2.57 0.120
H 0.96 1.94 -3.38 0.035
H 1.46 4.35 -3.26 0.105
H 3.71 5.11 -2.60 0.108
H 5.44 3.46 -1.96 0.115
H 4.92 1.05 -2.00 0.120
```

## Properties
- 2S+1: 1
- Charge: +2
- HOMO (spin up / spin down): -12.651 / -12.614 eV
- HOMO-LUMO gap (spin up / spin down): 2.24 / 2.15 eV
- Calculated total energy: -7820.6843 a.u.

4.
Computed, not measured: C29H24BrF4N2O5PTc as an isolated structure, with ωB97M-V/def2-TZVPD.

```
67
Properties=species:S:1:pos:R:3:lowdin_spin:R:1
Tc 0.19 -0.01 -1.28 1.671
O 2.25 -3.63 -1.53 0.006
C 1.79 -2.44 -1.41 0.008
O 0.59 -2.12 -1.46 0.038
C 2.82 -1.36 -1.25 0.022
C 4.19 -1.51 -1.26 -0.004
C 4.97 -0.35 -1.18 0.031
C 4.36 0.90 -1.11 -0.004
C 2.98 0.96 -1.09 0.021
N 2.24 -0.16 -1.15 0.001
C 2.09 2.17 -1.06 0.005
O 2.51 3.37 -1.00 0.002
O 0.86 1.97 -1.11 0.034
H 1.57 -4.30 -1.71 0.000
H 4.64 -2.49 -1.35 0.000
H 6.05 -0.43 -1.21 0.001
H 4.97 1.79 -1.07 0.000
H 3.48 3.49 -0.99 0.000
F -4.55 -3.38 3.89 -0.015
C -3.62 -2.73 3.27 -0.010
C -2.65 -2.01 3.94 0.133
F -2.62 -1.94 5.22 0.058
C -1.64 -1.31 3.21 0.201
F -0.76 -0.71 3.95 0.083
C -1.55 -1.28 1.82 -0.016
P -0.20 -0.19 1.11 -0.021
C 1.30 -0.93 1.77 0.008
C 1.42 -2.32 1.83 0.001
C 2.61 -2.89 2.26 0.001
C 3.68 -2.08 2.62 0.004
C 3.56 -0.69 2.56 0.000
C 2.38 -0.11 2.12 0.003
C -0.52 1.44 1.77 -0.008
C -1.46 2.23 1.08 -0.001
C -1.79 3.48 1.55 0.000
C -1.18 3.98 2.70 -0.001
C -0.24 3.21 3.38 0.000
C 0.09 1.94 2.93 -0.003
C -2.50 -2.05 1.16 0.182
Br -2.55 -2.31 -0.67 0.117
C -3.53 -2.75 1.89 0.186
F -4.39 -3.43 1.22 0.077
H 0.59 -2.96 1.55 0.000
H 2.70 -3.97 2.33 0.000
H 4.60 -2.53 2.99 0.000
H 4.39 -0.06 2.87 0.000
H 2.29 0.97 2.10 0.000
H -1.92 1.86 0.16 0.000
H -2.52 4.09 1.02 0.000
H -1.43 4.96 3.05 0.000
H 0.23 3.60 4.27 0.000
H 0.81 1.36 3.48 0.000
C -1.25 0.35 -4.91 0.003
N -2.47 0.76 -4.19 0.032
C -3.63 1.18 -5.00 0.003
C -2.50 0.78 -2.90 0.012
C -3.69 1.28 -2.15 0.005
O -1.47 0.39 -2.21 0.127
H -1.27 0.78 -5.91 0.000
H -1.21 -0.74 -5.00 0.001
H -0.36 0.73 -4.41 0.001
H -3.45 0.92 -6.04 0.000
H -3.77 2.26 -4.93 0.001
H -4.53 0.67 -4.68 0.001
H -4.62 1.14 -2.69 0.001
H -3.56 2.36 -1.98 0.000
H -3.75 0.78 -1.18 0.001
```

## Properties
- 2S+1: 4
- Expectation value of S²: 3.79
- Charge: +4
- HOMO (spin up / spin down): -19.678 / -19.668 eV
- HOMO-LUMO gap (spin up / spin down): 6.82 / 4.74 eV
- Calculated total energy: -4999.3474 a.u.
- ΔE to the lowest compared entry with this formula, charge and spin: 0.488 eV